(1)
The following is a DFT calculation (ωB97M-V/def2-TZVPD) of C3H3ClFNO2 in the gas phase.

The geometry in XYZ format:
```
11
Properties=species:S:1:pos:R:3:forces:R:3:lowdin_charge:R:1
C -0.715 0.512 0.008 -1.34 2.64 -0.79 -0.4137
C 0.752 0.967 0.134 -1.13 -0.75 -0.89 0.0004
C 1.806 0.191 0.014 2.39 -0.40 -0.67 -0.6018
H -2.825 -0.581 -0.015 0.95 -2.10 -0.87 0.1350
H -0.292 -1.513 0.613 -0.73 0.79 -0.56 0.0875
H 1.104 1.970 -0.123 -1.06 0.18 0.70 0.1388
N -0.968 -0.799 0.307 -1.74 -0.59 -1.03 0.0188
O -2.244 -1.407 -0.246 1.30 3.77 2.14 -0.0346
O -1.599 1.369 -0.364 2.85 -3.57 1.29 0.0000
F 3.032 0.871 -0.122 -1.79 -1.91 0.25 -0.0331
Cl 1.949 -1.578 -0.205 0.30 1.95 0.44 0.7027
```
Positions in Å, forces in eV/Å.

- energy relative to the best compared isomer or geometry (same formula, charge and spin) (kcal per mole) = 77.1
- LUMO energy (eV) = 0.0450
- multiplicity = 1
- SMILES string = O=C(/C=C(/F)Cl)NO
- orbital gap (eV) = 10.30
- highest occupied orbital energy (eV) = -10.3



(2)
The following is a DFT calculation (ωB97M-V/def2-TZVPD) of C3H3ClFNO4 in the gas phase.

The geometry in XYZ format:
```
13
Properties=species:S:1:pos:R:3:forces:R:3:lowdin_charge:R:1
O -3.214 -0.159 1.181 -0.26 -0.12 -0.53 0.1065
N -2.695 0.404 0.310 0.21 0.34 0.71 -0.0234
O -1.956 -0.483 -0.533 0.35 -0.25 0.16 -0.1018
C -0.685 0.113 -0.802 -0.46 0.05 -0.11 -0.0916
C 0.455 -0.775 -0.255 -1.16 -0.41 -0.54 -0.3242
F -0.088 -1.914 0.184 -0.24 -1.03 0.55 0.0857
O 1.062 -0.216 0.889 -0.29 -0.17 0.52 0.0392
C 2.048 0.601 0.607 -0.25 0.07 3.35 -0.9673
O 2.459 0.866 -0.431 1.35 0.90 -3.97 0.1239
Cl 2.730 1.328 2.051 -0.24 -0.23 0.24 0.7347
H -0.673 1.077 -0.300 0.24 0.28 -0.17 0.1261
H -0.596 0.231 -1.876 0.18 0.08 -0.15 0.1297
H 1.153 -1.070 -1.025 0.57 0.48 -0.05 0.1625
```
Positions in Å, forces in eV/Å.

- LUMO energy (eV) = -0.2089
- multiplicity = 1
- SMILES string = O=NOC[C@H](F)OC(=O)Cl
- orbital gap (eV) = 10.67
- highest occupied orbital energy (eV) = -10.9



(3)
The following is a DFT calculation (ωB97M-V/def2-TZVPD) of C3H3ClFNS2 in the gas phase.

The geometry in XYZ format:
```
11
Properties=species:S:1:pos:R:3:forces:R:3:lowdin_charge:R:1
C 1.454 -1.277 -0.445 0.10 0.53 -0.16 -0.5871
C -0.477 0.328 0.891 0.11 0.65 0.16 -0.5129
C -1.581 0.624 0.192 1.01 0.58 0.78 -0.8411
H 3.381 1.629 -0.935 -0.79 -0.72 0.66 -0.1087
H 1.555 -2.261 -0.892 -0.32 -0.04 -0.12 0.0635
H 0.005 1.041 1.569 -0.44 0.04 -0.58 0.0656
N 2.234 -0.379 -0.901 -0.08 -0.87 0.41 -0.4493
F -2.119 1.855 0.155 0.32 -0.74 0.24 0.0228
S 2.477 1.038 -0.057 0.42 1.19 -0.49 0.7243
S 0.231 -1.280 0.883 0.41 -0.26 -0.14 0.8510
Cl -2.424 -0.508 -0.699 -0.73 -0.36 -0.78 0.7720
```
Positions in Å, forces in eV/Å.

- energy relative to the best compared isomer or geometry (same formula, charge and spin) (kcal per mole) = 11.1
- LUMO energy (eV) = 0.5226
- multiplicity = 1
- SMILES string = F/C(Cl)=C/S/C=N\S
- orbital gap (eV) = 9.25
- highest occupied orbital energy (eV) = -8.7



(4)
The following is a DFT calculation (ωB97M-V/def2-TZVPD) of 2 unconnected molecules or ions with the total composition C3H3ClN2.

The geometry in XYZ format:
```
9
Properties=species:S:1:pos:R:3:forces:R:3:lowdin_charge:R:1
C -1.444 -0.510 -0.674 0.21 2.61 0.05 -0.3382
C 2.082 1.432 1.292 0.23 0.95 -2.11 -0.1133
C -0.603 -1.383 -0.236 1.22 -2.99 0.09 -0.4777
N -2.117 0.460 -0.970 -0.24 1.07 -0.76 0.1348
N 2.093 0.972 2.336 -0.10 -0.22 0.44 0.0427
Cl -0.198 -2.699 -1.476 -0.24 1.19 1.38 0.4676
H 2.129 1.890 0.270 -0.14 -0.76 1.65 0.0761
H -0.229 -1.537 0.816 -0.57 0.29 -1.55 0.0888
H -1.712 1.376 -1.358 -0.38 -2.14 0.80 0.1191
```
Positions in Å, forces in eV/Å.

- energy relative to the best compared isomer or geometry (same formula, charge and spin) (kcal per mole) = 62.1
- LUMO energy (eV) = 0.2939
- multiplicity = 1
- SMILES string = N=C=CCl.C#N
- orbital gap (eV) = 9.52
- highest occupied orbital energy (eV) = -9.2



(5)
The following is a DFT calculation (ωB97M-V/def2-TZVPD) of C3H3ClN2OS in the gas phase.

The geometry in XYZ format:
```
11
Properties=species:S:1:pos:R:3:forces:R:3:lowdin_charge:R:1
C -0.804 0.582 -0.053 -0.02 0.01 -0.28 -0.7198
C 1.296 -0.024 0.311 0.43 0.11 1.02 -0.0491
C 0.398 1.022 0.495 0.57 0.22 -0.46 -0.7097
H -3.121 0.820 0.215 0.54 0.55 -0.36 -0.1115
H 0.395 -2.572 -1.089 -0.83 -0.63 -0.86 0.1021
H 2.333 -0.180 0.578 -0.22 0.16 -0.06 0.1368
N -0.664 -0.687 -0.495 -1.22 0.31 0.16 0.0937
N 0.554 -1.011 -0.182 0.55 0.54 -0.28 -0.2530
O 1.050 -2.237 -0.495 0.70 0.22 0.69 0.0933
S -2.176 1.664 -0.321 -0.55 -1.13 0.36 0.7600
Cl 0.741 2.621 1.036 0.05 -0.36 0.06 0.6571
```
Positions in Å, forces in eV/Å.

- energy relative to the best compared isomer or geometry (same formula, charge and spin) (kcal per mole) = 46.6
- LUMO energy (eV) = 0.7954
- multiplicity = 1
- SMILES string = On1cc(Cl)c(S)n1
- orbital gap (eV) = 9.68
- highest occupied orbital energy (eV) = -8.9



(6)
The following is a DFT calculation (ωB97M-V/def2-TZVPD) of 2 unconnected molecules or ions with the total composition C3H3ClN2OS.

The geometry in XYZ format:
```
11
Properties=species:S:1:pos:R:3:forces:R:3:lowdin_charge:R:1
C 1.093 0.446 0.170 -0.20 -1.73 -1.82 -0.6760
C -0.654 1.624 -0.017 -3.19 6.17 -2.05 -0.2328
C -1.115 0.401 -0.002 -1.77 -1.83 0.00 -0.8132
H 3.256 0.365 1.618 -0.65 -1.62 -3.57 0.1299
H -1.288 2.525 -0.441 1.36 -1.73 1.65 0.1588
H 0.209 -2.291 -0.663 -1.29 2.36 2.63 0.1909
N 0.654 1.686 0.022 3.25 -0.76 0.38 0.0594
N -0.070 -0.375 0.056 3.83 -3.19 0.42 -0.1654
O -0.220 -1.783 0.177 1.73 -0.33 -2.12 -0.0446
S 2.747 -0.343 -0.181 -1.12 2.92 4.65 0.5841
Cl -2.612 -0.286 -0.029 -1.95 -0.26 -0.17 0.8088
```
Positions in Å, forces in eV/Å.

- energy relative to the best compared isomer or geometry (same formula, charge and spin) (kcal per mole) = 119.7
- LUMO energy (eV) = -1.4469
- multiplicity = 1
- orbital gap (eV) = 7.27
- highest occupied orbital energy (eV) = -8.7